Arrangement 1

Entry from OMol25: 2 unconnected molecules or ions with the total composition C3H6ClFS (ωB97M-V with the def2-TZVPD basis set).

Charge   0

CARTESIAN COORDINATES (ANGSTROEM)
C 0.1268 0.3447 0.1395
C 0.6899 -0.9372 0.2756
C -0.5321 0.9698 -1.0913
H -0.6661 -0.9420 2.1487
H 1.0088 0.9118 0.6926
H 1.4798 -1.5132 -0.5834
H 1.0951 -0.9431 1.4442
H -1.0473 0.0602 -1.4505
H -1.3543 1.6894 -1.0269
F -0.1806 -1.9474 0.1642
S -1.2130 0.7779 1.5489
Cl 0.5930 1.5291 -2.2615

natural (NBO) charges in e: number 1, C, carries -0.3395; number 2, C, carries -0.0046; number 3, C, carries -0.4499; number 4, H, carries 0.1514; number 5, H, carries 0.2504; number 6, H, carries 0.2266; number 7, H, carries 0.1837; number 8, H, carries 0.2269; number 9, H, carries 0.2449; number 10, F, carries -0.3795; number 11, S, carries -0.0939; number 12, Cl, carries -0.0165

---

Arrangement 2

Entry from OMol25: a single C3H6ClFS molecule (ωB97M-V with the def2-TZVPD basis set).

Charge   0

CARTESIAN COORDINATES (ANGSTROEM)
F 2.1564 -0.0905 -1.6713
C 1.4155 0.3632 -0.5377
Cl 1.3968 2.1616 -0.4755
C 0.0122 -0.0932 -0.6368
C -0.7603 -0.1504 0.6591
S -2.2742 -1.0142 0.6109
H 1.9898 -0.0371 0.3266
H 0.2428 -1.1344 -0.9272
H -0.5880 0.3814 -1.3852
H -0.0903 -0.6518 1.3591
H -0.8424 0.9621 0.7984
H -2.6582 -0.6965 1.8794

natural (NBO) charges in e: number 1, F, carries -0.3592; number 2, C, carries 0.2262; number 3, Cl, carries -0.0688; number 4, C, carries -0.4647; number 5, C, carries -0.5607; number 6, S, carries 0.0054; number 7, H, carries 0.1942; number 8, H, carries 0.2220; number 9, H, carries 0.2344; number 10, H, carries 0.2102; number 11, H, carries 0.2270; number 12, H, carries 0.1340

---

Winner for stability: arrangement 2

---

Arrangement 1

Entry from OMol25: a single C4H5N3OS molecule (ωB97M-V with the def2-TZVPD basis set).

Charge   0

CARTESIAN COORDINATES (ANGSTROEM)
N 0.1463 1.0340 -2.7188
N -0.7718 1.4029 -1.7378
C -0.8949 0.9639 -0.4512
O -1.7795 1.4191 0.2662
C 0.0431 -0.0633 0.0743
C 1.1004 -0.7746 -0.4138
N 1.6913 -1.6534 0.4492
C 1.0764 -1.6072 1.6003
S -0.2313 -0.5241 1.7122
H 1.0946 1.2249 -2.4065
H 0.0426 0.0425 -2.9508
H -1.4675 2.0943 -2.0140
H 1.4946 -0.7073 -1.4302
H 1.3621 -2.2180 2.4705

natural (NBO) charges in e: number 1, N, carries -0.6355; number 2, N, carries -0.4499; number 3, C, carries 0.6297; number 4, O, carries -0.6109; number 5, C, carries -0.3761; number 6, C, carries -0.0187; number 7, N, carries -0.4326; number 8, C, carries -0.1540; number 9, S, carries 0.5111; number 10, H, carries 0.3543; number 11, H, carries 0.3532; number 12, H, carries 0.3976; number 13, H, carries 0.2065; number 14, H, carries 0.2255

---

Arrangement 2

Entry from OMol25: a molecular structure, C4H5N3OS (ωB97M-V with the def2-TZVPD basis set).

Charge   0

CARTESIAN COORDINATES (ANGSTROEM)
O -0.6556 -2.5629 3.2392
N -0.1322 -2.1513 2.2078
N 1.1535 0.4924 -1.3408
N 0.3339 1.0976 0.7498
S 1.1259 -0.9742 -0.5486
C 0.6850 1.4188 -0.5397
C 0.5805 -0.1719 0.9040
C 0.6215 2.7776 -1.1350
C 0.4867 -0.8292 2.2286
H -0.1265 2.7760 -1.9521
H 0.3121 3.5676 -0.4078
H 1.5849 3.0671 -1.5240
H -0.0590 -0.1662 2.9075
H 1.4977 -0.9329 2.6196

natural (NBO) charges in e: number 1, O, carries -0.2528; number 2, N, carries 0.1505; number 3, N, carries -0.6078; number 4, N, carries -0.4547; number 5, S, carries 0.5998; number 6, C, carries 0.3576; number 7, C, carries 0.0507; number 8, C, carries -0.6539; number 9, C, carries -0.3937; number 10, H, carries 0.2376; number 11, H, carries 0.2289; number 12, H, carries 0.2384; number 13, H, carries 0.2426; number 14, H, carries 0.2568

---

Winner for stability: arrangement 1

---

Arrangement 1

Entry from OMol25: a single C3H2FN molecule (ωB97M-V with the def2-TZVPD basis set).

Charge   0

CARTESIAN COORDINATES (ANGSTROEM)
N 0.5665 1.2410 -2.1518
C 0.1202 0.6207 -1.2863
C -0.4222 -0.1651 -0.2232
C 0.2204 -0.2523 0.9391
F -0.2720 -0.9700 1.9440
H -1.3740 -0.6974 -0.3905
H 1.1612 0.2231 1.1687

natural (NBO) charges in e: number 1, N, carries -0.2949; number 2, C, carries 0.2499; number 3, C, carries -0.4211; number 4, C, carries 0.3264; number 5, F, carries -0.3081; number 6, H, carries 0.2619; number 7, H, carries 0.1860

---

Arrangement 2

Entry from OMol25: 2 unconnected molecules or ions with the total composition C3H2FN (ωB97M-V with the def2-TZVPD basis set).

Charge   0

CARTESIAN COORDINATES (ANGSTROEM)
C 0.4371 1.3013 -0.9724
C 0.8575 2.3602 -1.4028
C -0.8668 -1.6311 1.0497
N -0.7308 -2.4921 1.7869
F 1.0323 3.4389 -2.0227
H 0.0518 0.3870 -0.6122
H -0.7811 -3.3643 2.1734

natural (NBO) charges in e: number 1, C, carries -0.4052; number 2, C, carries 0.4015; number 3, C, carries 0.2826; number 4, N, carries -0.7084; number 5, F, carries -0.2569; number 6, H, carries 0.2546; number 7, H, carries 0.4317

---

Winner for stability: arrangement 1

---

Arrangement 1

Entry from OMol25: 2 unconnected molecules or ions with the total composition C2H5FS2 (ωB97M-V with the def2-TZVPD basis set).

Charge   0

CARTESIAN COORDINATES (ANGSTROEM)
C -0.5865 -0.1617 -0.1563
C 0.3666 0.8491 0.2861
F 1.5477 -0.7579 1.9020
S -1.9645 2.1531 1.4320
S -0.0152 2.1015 1.3500
H -0.1599 -0.6653 -1.1040
H -0.8916 -0.8395 0.6218
H -1.4097 0.5154 -0.4323
H 1.3807 0.6497 0.1562
H 1.6304 0.1572 2.0219

natural (NBO) charges in e: number 1, C, carries -0.7046; number 2, C, carries -0.2971; number 3, F, carries -0.5558; number 4, S, carries -0.4340; number 5, S, carries 0.4652; number 6, H, carries 0.2331; number 7, H, carries 0.2684; number 8, H, carries 0.2580; number 9, H, carries 0.2100; number 10, H, carries 0.5568

---

Arrangement 2

Entry from OMol25: a single C2H5FS2 molecule (ωB97M-V with the def2-TZVPD basis set).

Charge   0

CARTESIAN COORDINATES (ANGSTROEM)
C -1.2687 -0.1385 0.7103
S -0.6937 -1.0921 -0.7819
S 1.0860 -1.5967 -0.1612
C 2.4110 -0.1834 -0.5094
F 2.3328 0.8532 0.3644
H -2.0429 0.5918 0.2736
H -0.4989 0.4147 1.2788
H -1.6945 -0.7686 1.5129
H 2.3436 0.0618 -1.4989
H 3.4065 -0.6819 -0.2564

natural (NBO) charges in e: number 1, C, carries -0.7561; number 2, S, carries 0.1085; number 3, S, carries -0.0018; number 4, C, carries -0.0271; number 5, F, carries -0.3526; number 6, H, carries 0.2248; number 7, H, carries 0.2382; number 8, H, carries 0.2208; number 9, H, carries 0.1685; number 10, H, carries 0.1770

---

Winner for stability: arrangement 2